Density functional theory data (the ωB97M-V functional and the def2-TZVPD basis) for a cluster of 2 separate species, CH2IOP in total in a non-equilibrium geometry.

Positions of all 6 atoms, in Å:
1 C -2.2706 -0.2298 0.4377
2 P -1.5934 -1.4898 -0.1450
3 H -2.6754 0.7235 0.7831
4 O 1.8478 0.5974 -0.7732
5 I 3.6195 0.3588 0.0693
6 H 1.0722 0.0399 -0.3720

Forces on the atoms, in the same order (eV/Å):
0.5 -0.1 -0.4
-0.6 0.8 0.5
0.1 -0.7 -0.1
-2.1 -1.1 0.6
-0.5 -0.2 0.1
2.5 1.3 -0.7

## Properties
**Charge**: 0
**Calculated total energy**: -20503.037 eV
**Highest occupied orbital energy**: -9.426 eV
**SMILES**: C#P.OI
**Frontier orbital gap**: 8.701 eV
**ΔE to the lowest compared entry with this formula, charge and spin**: 262.6 kJ/mol

Mulliken atomic charge list, values in e, 4 entries: atom 1 (C): 0.011, atom 2 (P): -0.348, atom 3 (H): 0.378, atom 4 (O): -0.623